# 1
The following is a DFT calculation (the ωB97M-V functional and the def2-TZVPD basis) of a structure of composition C25H53BGaN2O3.

```
85
C25H53BGaN2O3 | the OMol25 dataset | the ωB97M-V functional and the def2-TZVPD basis
Ga 3.74 -1.53 3.40
O 1.97 -0.09 1.39
O 3.48 1.52 2.61
O 3.95 -3.10 2.30
N -4.38 -0.28 -5.73
N -0.40 3.30 -3.45
C 2.96 0.68 10.01
C -0.36 4.62 -4.09
C -0.62 5.84 -3.21
C -3.38 0.00 -4.70
C -3.89 -1.18 -6.78
C -1.72 2.82 -3.09
C -2.89 -1.17 -3.84
C 3.67 0.16 8.64
C -0.33 -0.89 2.24
C 4.22 0.66 6.10
C 4.90 -0.76 6.01
C 0.82 1.67 -2.01
C 1.30 -5.58 2.53
C 0.67 0.35 1.94
C -2.36 3.38 -1.82
C 2.58 -3.37 1.85
C 5.46 -1.14 4.54
C 2.33 -4.92 1.49
C -4.80 -1.23 -8.00
C 0.65 3.11 -2.45
C 4.36 -1.24 8.57
C -6.01 -1.93 -4.65
C 3.60 1.14 7.43
C 4.99 -1.73 7.22
C -5.72 -0.54 -5.23
B 3.03 0.13 2.38
H -3.73 -2.20 -6.40
H -1.33 -0.68 1.73
H -3.64 -1.47 -3.11
H 6.18 -2.02 4.57
H -1.67 3.40 -0.98
H 1.61 3.43 -2.89
H -1.67 5.93 -2.95
H 0.98 1.01 -2.87
H 3.15 1.80 10.15
H 6.04 -0.24 4.09
H 1.88 -3.06 2.71
H -2.00 -0.86 -3.28
H -0.03 5.82 -2.29
H 4.43 -1.95 9.46
H -4.99 -0.23 -8.40
H 1.79 -4.92 0.46
H 0.79 0.98 2.90
H -4.33 -1.82 -8.79
H -3.21 2.76 -1.53
H -3.75 0.79 -4.04
H -5.61 -2.04 -3.65
H -2.62 -2.04 -4.44
H 0.63 4.74 -4.55
H 0.08 -1.88 1.83
H 4.16 1.36 5.18
H -5.99 0.21 -4.48
H -2.92 -0.81 -7.12
H -5.76 -1.70 -7.77
H 3.09 2.17 7.44
H -0.56 -0.98 3.37
H -7.10 -2.07 -4.58
H -6.43 -0.36 -6.05
H -2.76 4.39 -1.98
H -1.06 4.63 -4.93
H -0.05 1.31 -1.45
H 0.38 -4.91 2.72
H 1.69 1.58 -1.35
H -1.68 1.73 -2.99
H -5.63 -2.73 -5.28
H 0.87 -6.56 2.10
H 0.49 3.74 -1.57
H 0.20 1.00 1.11
H -2.41 2.98 -3.93
H 3.32 0.02 10.87
H 3.33 -5.48 1.39
H -2.50 0.44 -5.19
H -0.34 6.75 -3.76
H 2.71 1.95 3.06
H 2.39 -2.70 0.95
H 5.49 -2.76 7.09
H 2.59 -1.94 4.47
H 1.83 0.55 9.83
H 1.83 -5.72 3.53
```

Properties
- charge = -1
- HOMO level (eV) = -4.211
- LUMO energy (eV) = 2.18
- total energy (eV) = -88955.8355

Mulliken population analysis, charges in e, atoms 1 to 8: Ga 0.272; O -0.237; O -0.517; O -0.733; N 0.164; N 0.216; C -1.042; C -0.683

---

# 2
The following is a DFT calculation (the ωB97M-V functional and the def2-TZVPD basis) of a structure of composition C25H53BMgN2O23.

```
105
C25H53BMgN2O23 | the OMol25 dataset | the ωB97M-V functional and the def2-TZVPD basis
Mg 4.88 0.51 -0.60
O -0.46 0.66 -1.29
O 1.96 6.29 0.19
O 0.66 -3.50 4.07
O -4.71 -4.83 -3.75
O -2.84 -2.55 0.41
O -5.02 -0.80 -1.67
O 4.51 1.56 1.08
O -5.98 -1.80 0.01
O 1.18 -1.01 -0.92
O -4.86 -5.69 -1.30
O -5.61 -1.48 2.95
O -2.73 -2.74 -2.58
O 5.04 2.03 -1.95
O 6.76 0.92 -0.37
O -0.83 -1.54 -2.24
O 0.96 2.41 -1.01
O -0.98 -1.34 0.05
O 4.81 -0.97 0.74
O 3.11 7.80 -2.01
O -5.52 -2.91 -1.79
O 2.93 0.34 -0.77
O 0.69 -3.33 1.93
O -8.07 -0.82 2.25
N 0.34 -2.96 3.03
N -5.52 -1.84 -1.16
C 1.06 5.54 0.99
C -6.61 -2.01 3.75
C 4.56 -2.33 0.37
C 2.30 6.66 -2.19
C -2.04 -2.09 -0.33
C 4.70 0.84 2.28
C 3.78 2.80 1.19
C -4.89 -5.86 0.10
C -4.39 -2.12 3.16
C -4.50 -3.95 -4.79
C 4.38 -0.62 2.06
C -1.96 -2.22 -1.87
C 2.29 5.68 -1.04
C 0.68 1.24 -1.07
C 7.24 2.14 -0.93
C -3.64 -5.66 -3.34
C -7.94 -1.28 3.58
C 4.08 2.58 -2.85
C 1.73 0.13 -0.92
C 2.54 8.81 -1.20
C -3.58 -5.76 -1.83
C 7.82 0.12 0.17
C -0.51 -1.75 3.12
C -9.32 -0.29 1.98
C 6.37 2.57 -2.10
B -0.32 -0.84 -1.10
H -3.61 -1.49 2.73
H 2.83 6.12 -2.99
H -9.35 0.80 2.17
H 3.49 -2.50 0.21
H 4.97 -3.00 1.12
H -4.16 -2.27 4.23
H -2.71 -5.26 -3.77
H -8.74 -2.01 3.76
H 3.19 9.68 -1.26
H 8.23 0.54 1.09
H 1.30 6.89 -2.56
H -0.66 -1.42 4.14
H 2.43 8.51 -0.16
H 0.01 -0.95 2.60
H -5.25 -6.87 0.32
H 4.08 1.21 3.11
H 0.24 5.16 0.39
H -6.75 -3.08 3.58
H 1.58 9.14 -1.62
H 5.70 1.00 2.69
H -6.39 -1.89 4.84
H -8.09 -0.43 4.26
H 3.23 1.92 -2.94
H 7.41 -0.86 0.43
H 5.12 -2.53 -0.55
H 3.72 3.54 -2.47
H 6.26 3.66 -2.17
H 7.38 2.91 -0.17
H -3.90 -5.75 0.54
H -10.14 -0.75 2.55
H -3.12 -6.75 -1.63
H 8.58 -0.06 -0.59
H 1.57 4.89 -1.25
H -4.08 -2.98 -4.50
H 2.79 2.63 1.60
H 1.59 4.76 1.55
H 0.67 6.25 1.73
H 4.33 3.46 1.87
H 3.30 -0.81 2.13
H 3.71 3.21 0.19
H 8.25 1.96 -1.33
H -9.56 -0.40 0.92
H -3.86 -4.33 -5.61
H -3.78 -6.66 -3.79
H -1.45 -1.91 2.60
H 4.52 2.77 -3.83
H -5.49 -3.76 -5.22
H -4.35 -3.08 2.64
H 6.77 2.19 -3.04
H 4.89 -1.26 2.78
H 3.29 5.22 -0.95
H -5.58 -5.12 0.49
H -2.92 -5.03 -1.35
```

Properties
- HOMO level (eV) = -4.693
- LUMO energy (eV) = -2.11
- total energy (eV) = -82969.9804

Mulliken population analysis, charges in e, atoms 1 to 8: Mg 0.959; O -0.566; O -0.376; O -0.589; O -0.291; O -0.317; O -0.743; O -0.594

---

# 3
The following is a DFT calculation (the ωB97M-V functional and the def2-TZVPD basis) of a cluster of 9 separate species, C25H53Br16NO5P in total.

```
101
C25H53Br16NO5P | the OMol25 dataset | the ωB97M-V functional and the def2-TZVPD basis
Br 0.39 -6.46 -0.44
Br 2.80 3.00 4.86
Br 2.40 0.08 2.66
Br 4.64 -1.06 -3.90
Br 7.91 -2.56 -4.67
Br 0.08 -12.61 1.75
Br -5.12 -1.26 2.00
Br -4.76 8.41 2.95
Br -0.90 9.51 -2.48
Br -4.25 2.21 2.94
Br 3.42 -11.14 2.37
Br -0.42 -8.32 2.65
Br -1.24 6.65 -6.10
Br -2.11 4.68 -3.08
Br -4.06 8.64 -0.78
Br -7.93 7.49 4.60
P 2.21 2.10 -1.99
O -1.42 1.06 -1.35
O 1.47 1.13 -3.02
O 3.54 2.46 -2.45
O 1.28 3.35 -1.72
O 3.23 -1.05 -0.01
N 1.08 0.63 0.08
C -7.59 7.97 2.75
C 2.13 -1.43 -0.85
C -3.73 9.08 -2.65
C -5.96 1.45 2.40
C -2.43 8.49 -3.13
C 1.47 -7.74 0.57
C 2.06 -2.93 -0.97
C 2.14 -3.67 0.36
C 3.58 0.28 -0.35
C 0.90 -0.82 -0.19
C -1.65 0.19 0.88
C -0.16 5.40 -5.07
C -6.16 0.07 2.96
C -0.36 -1.09 -0.99
C 0.63 -8.87 1.10
C 2.38 1.26 -0.37
C 6.35 -0.84 -3.00
C 1.56 1.52 5.00
C 1.44 -13.11 3.04
C 2.13 -11.91 3.62
C 2.20 0.22 4.60
C -0.97 4.22 -4.60
C -1.54 -0.19 -0.61
C -6.28 7.40 2.26
C 7.49 -0.80 -3.98
H -6.13 6.37 2.56
H -6.21 7.48 1.18
H 2.13 -13.78 2.53
H 1.27 -9.67 1.46
H -0.14 -0.99 -2.06
H 2.17 0.74 -3.57
H 2.28 -4.72 0.15
H -0.32 3.43 -4.24
H -0.66 -2.13 -0.86
H -0.92 -0.30 1.52
H 1.21 -3.56 0.92
H 6.44 -1.66 -2.29
H 1.03 0.78 1.11
H -2.28 7.47 -2.81
H 0.83 -1.33 0.77
H 0.91 -13.66 3.82
H 7.27 -0.17 -4.84
H 0.33 3.13 -1.75
H -2.65 -0.04 1.23
H 4.33 0.63 0.35
H 1.18 -3.25 -1.54
H 2.30 -0.99 -1.84
H 0.70 1.77 4.39
H 2.99 -3.34 0.96
H -8.41 7.55 2.18
H 3.20 0.09 5.01
H -0.06 -9.26 0.37
H 2.21 -8.11 -0.13
H 1.44 -11.11 3.88
H 0.63 5.07 -5.75
H 0.31 1.19 -0.30
H -4.56 8.65 -3.20
H -1.57 1.27 0.96
H -2.48 -0.65 -0.91
H -3.76 10.16 -2.73
H -7.20 -0.24 2.84
H -1.38 0.83 -2.29
H 2.91 -3.24 -1.58
H 1.96 -7.17 1.36
H 0.28 5.96 -4.25
H 1.26 1.48 6.05
H 1.58 -0.63 4.88
H 4.00 0.29 -1.35
H -5.99 1.47 1.32
H -5.88 -0.01 4.01
H 2.57 2.06 0.34
H 8.40 -0.45 -3.49
H 6.28 0.10 -2.46
H -2.36 8.54 -4.21
H 2.72 -12.19 4.49
H -6.72 2.13 2.80
H -1.62 3.82 -5.37
H -7.62 9.05 2.69
```

Properties
- charge = +1
- HOMO level (eV) = -11.223
- LUMO energy (eV) = -2.18
- total energy (eV) = -1168478.4971

Mulliken population analysis, charges in e, atoms 1 to 8: Br -0.170; Br -0.105; Br -0.011; Br -0.107; Br -0.132; Br -0.123; Br -0.136; Br -0.133

---

What did the second record say?
The following is a DFT calculation (the ωB97M-V functional and the def2-TZVPD basis) of a structure of composition C25H53BMgN2O23.

```
105
C25H53BMgN2O23 | the OMol25 dataset | the ωB97M-V functional and the def2-TZVPD basis
Mg 4.88 0.51 -0.60
O -0.46 0.66 -1.29
O 1.96 6.29 0.19
O 0.66 -3.50 4.07
O -4.71 -4.83 -3.75
O -2.84 -2.55 0.41
O -5.02 -0.80 -1.67
O 4.51 1.56 1.08
O -5.98 -1.80 0.01
O 1.18 -1.01 -0.92
O -4.86 -5.69 -1.30
O -5.61 -1.48 2.95
O -2.73 -2.74 -2.58
O 5.04 2.03 -1.95
O 6.76 0.92 -0.37
O -0.83 -1.54 -2.24
O 0.96 2.41 -1.01
O -0.98 -1.34 0.05
O 4.81 -0.97 0.74
O 3.11 7.80 -2.01
O -5.52 -2.91 -1.79
O 2.93 0.34 -0.77
O 0.69 -3.33 1.93
O -8.07 -0.82 2.25
N 0.34 -2.96 3.03
N -5.52 -1.84 -1.16
C 1.06 5.54 0.99
C -6.61 -2.01 3.75
C 4.56 -2.33 0.37
C 2.30 6.66 -2.19
C -2.04 -2.09 -0.33
C 4.70 0.84 2.28
C 3.78 2.80 1.19
C -4.89 -5.86 0.10
C -4.39 -2.12 3.16
C -4.50 -3.95 -4.79
C 4.38 -0.62 2.06
C -1.96 -2.22 -1.87
C 2.29 5.68 -1.04
C 0.68 1.24 -1.07
C 7.24 2.14 -0.93
C -3.64 -5.66 -3.34
C -7.94 -1.28 3.58
C 4.08 2.58 -2.85
C 1.73 0.13 -0.92
C 2.54 8.81 -1.20
C -3.58 -5.76 -1.83
C 7.82 0.12 0.17
C -0.51 -1.75 3.12
C -9.32 -0.29 1.98
C 6.37 2.57 -2.10
B -0.32 -0.84 -1.10
H -3.61 -1.49 2.73
H 2.83 6.12 -2.99
H -9.35 0.80 2.17
H 3.49 -2.50 0.21
H 4.97 -3.00 1.12
H -4.16 -2.27 4.23
H -2.71 -5.26 -3.77
H -8.74 -2.01 3.76
H 3.19 9.68 -1.26
H 8.23 0.54 1.09
H 1.30 6.89 -2.56
H -0.66 -1.42 4.14
H 2.43 8.51 -0.16
H 0.01 -0.95 2.60
H -5.25 -6.87 0.32
H 4.08 1.21 3.11
H 0.24 5.16 0.39
H -6.75 -3.08 3.58
H 1.58 9.14 -1.62
H 5.70 1.00 2.69
H -6.39 -1.89 4.84
H -8.09 -0.43 4.26
H 3.23 1.92 -2.94
H 7.41 -0.86 0.43
H 5.12 -2.53 -0.55
H 3.72 3.54 -2.47
H 6.26 3.66 -2.17
H 7.38 2.91 -0.17
H -3.90 -5.75 0.54
H -10.14 -0.75 2.55
H -3.12 -6.75 -1.63
H 8.58 -0.06 -0.59
H 1.57 4.89 -1.25
H -4.08 -2.98 -4.50
H 2.79 2.63 1.60
H 1.59 4.76 1.55
H 0.67 6.25 1.73
H 4.33 3.46 1.87
H 3.30 -0.81 2.13
H 3.71 3.21 0.19
H 8.25 1.96 -1.33
H -9.56 -0.40 0.92
H -3.86 -4.33 -5.61
H -3.78 -6.66 -3.79
H -1.45 -1.91 2.60
H 4.52 2.77 -3.83
H -5.49 -3.76 -5.22
H -4.35 -3.08 2.64
H 6.77 2.19 -3.04
H 4.89 -1.26 2.78
H 3.29 5.22 -0.95
H -5.58 -5.12 0.49
H -2.92 -5.03 -1.35
```

Properties
- HOMO level (eV) = -4.693
- LUMO energy (eV) = -2.11
- total energy (eV) = -82969.9804

Mulliken population analysis, charges in e, atoms 1 to 8: Mg 0.959; O -0.566; O -0.376; O -0.589; O -0.291; O -0.317; O -0.743; O -0.594

---

Question: Which formula does entry 2 have?
Answer: C25H53BMgN2O23

---

What did the first record say?
The following is a DFT calculation (the ωB97M-V functional and the def2-TZVPD basis) of a structure of composition C25H53BGaN2O3.

```
85
C25H53BGaN2O3 | the OMol25 dataset | the ωB97M-V functional and the def2-TZVPD basis
Ga 3.74 -1.53 3.40
O 1.97 -0.09 1.39
O 3.48 1.52 2.61
O 3.95 -3.10 2.30
N -4.38 -0.28 -5.73
N -0.40 3.30 -3.45
C 2.96 0.68 10.01
C -0.36 4.62 -4.09
C -0.62 5.84 -3.21
C -3.38 0.00 -4.70
C -3.89 -1.18 -6.78
C -1.72 2.82 -3.09
C -2.89 -1.17 -3.84
C 3.67 0.16 8.64
C -0.33 -0.89 2.24
C 4.22 0.66 6.10
C 4.90 -0.76 6.01
C 0.82 1.67 -2.01
C 1.30 -5.58 2.53
C 0.67 0.35 1.94
C -2.36 3.38 -1.82
C 2.58 -3.37 1.85
C 5.46 -1.14 4.54
C 2.33 -4.92 1.49
C -4.80 -1.23 -8.00
C 0.65 3.11 -2.45
C 4.36 -1.24 8.57
C -6.01 -1.93 -4.65
C 3.60 1.14 7.43
C 4.99 -1.73 7.22
C -5.72 -0.54 -5.23
B 3.03 0.13 2.38
H -3.73 -2.20 -6.40
H -1.33 -0.68 1.73
H -3.64 -1.47 -3.11
H 6.18 -2.02 4.57
H -1.67 3.40 -0.98
H 1.61 3.43 -2.89
H -1.67 5.93 -2.95
H 0.98 1.01 -2.87
H 3.15 1.80 10.15
H 6.04 -0.24 4.09
H 1.88 -3.06 2.71
H -2.00 -0.86 -3.28
H -0.03 5.82 -2.29
H 4.43 -1.95 9.46
H -4.99 -0.23 -8.40
H 1.79 -4.92 0.46
H 0.79 0.98 2.90
H -4.33 -1.82 -8.79
H -3.21 2.76 -1.53
H -3.75 0.79 -4.04
H -5.61 -2.04 -3.65
H -2.62 -2.04 -4.44
H 0.63 4.74 -4.55
H 0.08 -1.88 1.83
H 4.16 1.36 5.18
H -5.99 0.21 -4.48
H -2.92 -0.81 -7.12
H -5.76 -1.70 -7.77
H 3.09 2.17 7.44
H -0.56 -0.98 3.37
H -7.10 -2.07 -4.58
H -6.43 -0.36 -6.05
H -2.76 4.39 -1.98
H -1.06 4.63 -4.93
H -0.05 1.31 -1.45
H 0.38 -4.91 2.72
H 1.69 1.58 -1.35
H -1.68 1.73 -2.99
H -5.63 -2.73 -5.28
H 0.87 -6.56 2.10
H 0.49 3.74 -1.57
H 0.20 1.00 1.11
H -2.41 2.98 -3.93
H 3.32 0.02 10.87
H 3.33 -5.48 1.39
H -2.50 0.44 -5.19
H -0.34 6.75 -3.76
H 2.71 1.95 3.06
H 2.39 -2.70 0.95
H 5.49 -2.76 7.09
H 2.59 -1.94 4.47
H 1.83 0.55 9.83
H 1.83 -5.72 3.53
```

Properties
- charge = -1
- HOMO level (eV) = -4.211
- LUMO energy (eV) = 2.18
- total energy (eV) = -88955.8355

Mulliken population analysis, charges in e, atoms 1 to 8: Ga 0.272; O -0.237; O -0.517; O -0.733; N 0.164; N 0.216; C -1.042; C -0.683

---

Question: Which of these has the lowest LUMO energy?
Answer: C25H53Br16NO5P